Formula: C4H34BO25
Source: OMol25
Level of theory: ωB97M-V/def2-TZVPD

**Spin multiplicity**: 2
**M**: 493.10 Da
**LUMO (spin up / spin down)**: -2.88 / -7.79 eV
**Energy above the lowest of the compared OMol25 structures with the same formula, charge and spin**: 8.7 kJ/mol
**Kohn-Sham gap (spin up / spin down)**: 6.75 / 1.84 eV
**Total energy**: -2078.7213 Ha

Last column: Löwdin charge in e.
Geometry (Å):
O1 2.596436 1.415890 -2.107304  0.3116
C1 1.699832 1.126120 -1.330108  -0.2208
O2 1.528345 -0.022160 -0.707856  0.2449
B1 0.398906 0.113978 0.254976  -0.8486
O3 -0.152394 1.510982 0.073863  0.2459
C2 0.585976 2.144305 -0.793354  -0.2521
O4 0.537168 3.364999 -1.071266  0.1610
O5 0.794980 -0.027552 1.666428  0.1878
C3 0.292444 -1.250548 2.164132  -0.2363
O6 0.287544 -1.679398 3.347475  0.1400
C4 -0.620835 -1.773976 1.082826  -0.3326
O7 -0.577707 -0.964136 0.024819  0.1905
O8 -1.251752 -2.832008 1.125600  0.1519
O9 1.373082 -2.744416 -1.362761  -0.0075
H1 1.607697 -1.858590 -1.086177  0.0144
H2 2.199601 -3.133301 -1.648891  0.0746
O10 4.912566 3.204849 -2.944995  -0.0383
H3 4.017830 3.332891 -3.260100  0.0004
H4 4.906003 3.556164 -2.054615  0.0324
O11 3.274183 0.390395 -4.953018  0.1129
H5 2.540349 -0.109113 -4.594947  0.0029
H6 3.291141 1.195875 -4.436156  0.0367
O12 -1.630474 -0.805051 5.524542  -0.0413
H7 -1.085630 -1.486901 5.131533  0.0070
H8 -1.017986 -0.100409 5.735634  0.0187
O13 -3.229016 1.673395 0.786250  -0.0290
H9 -3.122847 2.189028 1.585683  0.0389
H10 -2.342782 1.591723 0.433887  0.0139
O14 -3.247446 -1.119092 -0.900419  -0.0206
H11 -3.744709 -0.588930 -1.523233  0.0655
H12 -2.335827 -1.019684 -1.174825  0.0178
O15 3.962148 1.769796 1.315281  -0.0310
H13 3.991075 2.703648 1.107184  0.0346
H14 3.164402 1.664016 1.833594  0.0152
O16 -2.627724 -5.435923 1.592757  -0.0357
H15 -2.543457 -4.863348 0.830327  0.0136
H16 -2.377407 -6.302066 1.271256  0.0409
O17 2.982512 -2.998380 1.607753  -0.0311
H17 2.769584 -3.568606 0.869018  0.0214
H18 2.373567 -3.261910 2.297653  0.0323
O18 -1.255940 -3.403163 -2.435560  -0.0465
H19 -0.473393 -3.046718 -2.015083  -0.0300
H20 -1.740023 -3.823389 -1.724716  0.0280
O19 -1.759669 3.088740 -3.783579  -0.0467
H21 -1.611541 3.917526 -4.239003  0.0357
H22 -1.345277 3.207157 -2.928898  0.0005
O20 1.545776 4.755326 -3.313447  -0.0462
H23 1.345280 4.512730 -2.409470  -0.0171
H24 1.597159 5.711048 -3.299692  0.0426
O21 0.881112 -0.588324 -4.033763  -0.0120
H25 -0.050322 -0.441077 -4.198036  0.0753
H26 0.901355 -1.261469 -3.353552  0.0328
O22 -1.412431 1.818611 3.043461  -0.0241
H27 -1.060326 1.693546 3.924712  0.0623
H28 -1.481324 0.933845 2.684748  0.0407
O23 -3.737557 -0.748421 1.864925  -0.0464
H29 -3.483827 -0.877262 0.951007  -0.0193
H30 -3.987046 0.174227 1.916943  0.0176
O24 -2.987001 -3.247662 3.337491  -0.0605
H31 -3.211290 -2.326039 3.208931  -0.0093
H32 -2.633230 -3.528537 2.493576  -0.0358
O25 0.768962 3.151112 2.739977  -0.0534
H33 0.000260 2.719120 2.367539  -0.0216
H34 1.010915 2.606519 3.489045  0.0307

Force components x, y, z for each atom (eV/Å):
O -1.50 -0.31 0.72
C 1.58 -1.20 -0.10
O 0.07 2.13 -0.97
B -1.24 -1.19 2.30
O 1.17 -0.72 -1.35
C -0.80 5.36 0.07
O 0.28 -4.97 0.70
O -0.11 -2.01 0.44
C -0.62 0.77 4.22
O 0.93 2.14 -5.19
C -1.58 -4.04 -0.48
O 0.53 1.01 -0.34
O 1.83 3.13 -0.33
O -0.20 -0.05 -0.20
H 0.20 0.17 0.19
H 0.22 -0.29 -0.18
O 0.16 -0.26 -0.16
H -0.31 0.33 -0.12
H 0.07 0.10 0.22
O 0.88 0.09 -0.19
H -1.03 -0.41 0.11
H 0.12 0.50 0.19
O -0.28 0.35 0.01
H 0.07 -0.40 -0.24
H 0.18 0.06 0.22
O -0.31 0.27 -0.37
H 0.14 0.35 0.31
H 0.17 0.01 -0.09
O -0.08 -0.01 0.02
H -0.35 0.12 -0.10
H 0.32 -0.24 -0.04
O 0.01 -0.24 -0.45
H 0.05 0.31 0.09
H -0.30 -0.02 0.33
O -0.03 -0.16 0.02
H 0.02 0.20 -0.23
H 0.05 -0.25 -0.01
O 0.08 0.38 -0.15
H -0.09 -0.22 -0.16
H -0.17 -0.13 0.33
O -0.20 0.15 -0.44
H 0.44 -0.10 0.27
H -0.21 -0.02 0.18
O -0.12 -0.41 -0.01
H 0.09 0.21 -0.15
H 0.09 0.19 0.20
O 0.18 -0.15 -0.29
H -0.16 -0.14 0.30
H 0.09 0.28 -0.12
O 0.24 0.21 0.34
H -0.31 0.11 -0.31
H -0.03 -0.57 0.23
O -0.43 0.04 -0.29
H -0.13 -0.05 0.35
H -0.36 -0.52 0.06
O 0.16 -0.45 1.06
H -0.11 -0.04 -0.66
H -0.02 0.07 -0.17
O 0.00 -0.10 0.55
H -0.22 0.41 -0.14
H 0.05 -0.18 0.12
O 1.17 0.68 -0.34
H -0.44 -0.19 0.14
H 0.09 -0.09 0.12